Entry from OMol25: C50H59MoN9SSe4 as an isolated structure (ωB97M-V/def2-TZVPD).

Geometry (Å):
H (-3.7732, -1.3113, -6.1827)
C (3.5348, 4.2335, 2.1347)
H (3.1817, 1.6069, 2.6919)
C (3.3280, -0.1194, 5.1991)
C (5.5830, -5.2886, -1.5540)
C (-2.6925, -1.4172, -6.2870)
H (-2.7384, 6.2915, 0.0232)
C (4.4477, -3.4593, -1.0771)
N (5.6683, -3.1663, -0.7170)
H (-0.6758, 5.1733, -0.8177)
H (5.4274, -7.2859, -2.3811)
C (-5.2816, 2.9267, -1.9912)
C (3.5412, -1.2014, -0.6785)
N (4.3260, -4.7269, -1.5828)
Se (1.2896, -0.9684, -5.2922)
H (0.8068, 7.9416, 0.9478)
C (2.3045, 3.8066, 1.4029)
C (-3.9551, -1.7771, 0.1337)
H (-5.4977, 1.9819, -2.4972)
H (-3.1494, 0.7786, -3.2815)
H (-3.1041, -4.8320, -0.7019)
C (0.3998, 3.6942, 0.2201)
C (0.9688, -2.0572, -0.9165)
H (-2.2054, 5.6462, -2.3775)
H (-0.4058, -3.0759, 4.8010)
C (-3.3253, -3.9847, 1.2828)
H (-0.8978, -3.2103, 2.2470)
H (-2.4992, -2.2861, -6.9110)
H (7.8404, -7.7051, -2.0529)
H (-3.9005, 5.3730, -2.6676)
C (1.5754, 6.0127, 0.3027)
C (-0.8588, -2.2117, 1.8329)
C (8.2564, -5.7759, -1.2028)
C (6.4085, -4.2982, -1.0013)
H (-2.9110, -4.1408, 2.2827)
C (-2.6922, -4.9693, 0.2983)
H (2.9520, 0.8991, 5.0915)
C (-2.3173, -0.8809, -3.9231)
H (-6.2282, 2.4000, -0.1097)
C (-3.1166, -2.5695, 0.8536)
H (0.7012, -4.3376, 5.3533)
H (1.2727, 6.1734, -0.7349)
Se (0.6561, 1.7003, -2.4237)
C (2.1906, -0.8596, 3.0785)
H (-6.3085, -1.9830, 1.5923)
C (0.7363, 6.8917, 1.2319)
H (-7.3262, 3.1372, -1.2817)
H (-3.4555, 0.4623, -4.8936)
C (6.0686, -6.5302, -1.9480)
C (3.4770, -0.7979, 3.8379)
C (-5.3369, -2.0885, -0.3445)
H (-5.4413, -3.1704, -0.4493)
H (9.3074, -5.9980, -1.0769)
H (-5.3727, 3.7023, -2.7540)
H (2.6222, 6.3177, 0.3571)
Mo (-0.3892, 0.7015, -0.0960)
H (1.7298, -3.9905, -1.3073)
C (0.6458, -3.3334, 4.9330)
H (4.2996, 3.4554, 2.0574)
H (3.9549, 5.1148, 1.6456)
H (-2.8631, -6.0008, 0.6066)
N (1.1881, -0.7643, -0.6711)
H (-0.0598, -2.3756, -0.9832)
H (1.0133, -4.0034, 2.9155)
S (-1.4190, -1.1697, -2.5323)
H (2.6095, 0.7125, -0.4333)
C (3.2644, 4.5447, 3.6067)
C (-3.8789, 2.9116, -1.4747)
C (-6.3111, 3.1621, -0.8855)
H (-1.2060, -2.1338, -4.9464)
H (1.0724, 6.7951, 2.2644)
H (-7.4153, -1.7960, 0.2264)
H (-6.3471, -0.4706, 0.6981)
H (-3.5705, 7.3294, -1.1382)
N (-1.9361, 2.0580, -0.5278)
C (1.3122, -1.8964, 2.9775)
H (-4.3958, -4.1831, 1.3722)
C (-3.2638, -0.5366, -0.0789)
H (-4.4461, 6.0393, -0.3076)
C (3.3112, -2.5454, -0.9483)
H (-1.6150, -4.8069, 0.2293)
Se (2.2212, 0.3528, -3.7109)
C (7.7696, -4.5446, -0.8186)
H (2.5349, 5.3490, 3.7051)
H (3.8608, -1.8114, 3.9735)
C (2.4612, -0.3491, -0.5897)
C (-3.2242, 1.7583, -0.9073)
H (-6.1530, 4.1304, -0.4106)
N (-2.0036, -0.5748, 0.4539)
H (2.6212, -0.6620, 5.8277)
C (-3.1341, 5.3374, -1.8904)
C (1.4707, 4.5596, 0.6349)
C (-1.7928, 3.3924, -0.8158)
C (-2.9843, 3.9288, -1.4212)
H (4.2841, -0.0755, 5.7215)
H (-5.4758, -1.6790, -1.3484)
H (3.4994, -5.1287, -1.9864)
C (-1.9206, -1.8032, 1.0677)
H (-0.3145, 6.6008, 1.2019)
C (7.4171, -6.7533, -1.7612)
C (-6.4186, -1.5543, 0.5957)
N (-3.2972, 0.0598, -3.9798)
C (2.2484, 1.4469, 2.1702)
N (0.5881, 2.4130, 0.6820)
H (-2.2838, -0.5343, -6.7888)
N (-2.0800, -1.6242, -4.9975)
H (4.2309, -0.2738, 3.2442)
H (8.4101, -3.7845, -0.3938)
C (0.2327, -1.4325, 2.1549)
C (1.3992, -3.2493, 3.6060)
C (1.7385, 2.4872, 1.4454)
C (1.6322, 0.2169, 2.3130)
H (2.8614, 3.6733, 4.1248)
H (4.5483, -0.8240, -0.5889)
C (-0.6816, 4.1378, -0.5083)
H (-4.8432, 0.4273, -1.0814)
C (1.9921, -2.9646, -1.0900)
Se (-0.9106, 2.4397, -3.9152)
H (1.0633, -2.6364, 5.6594)
H (2.4502, -3.5016, 3.7629)
N (0.4356, -0.1349, 1.7452)
C (-3.4929, 6.3081, -0.7648)
C (-3.8293, 0.5425, -0.7241)
H (4.1792, 4.8503, 4.1151)

Its energy relative to the best compared isomer or geometry (same formula, charge and spin) is 46.02 kJ/mol. The multiplicity is 1. The HOMO energy (spin up / spin down) comes out at -5.6 / -5.6 eV. Its LUMO energy (spin up / spin down) is -1.4 / -1.4 eV.

***

Entry from OMol25: C39H33GeN7O4SW as an isolated structure (ωB97M-V/def2-TZVPD).

Geometry (Å):
H (6.4009, 0.1035, 1.4427)
C (2.3653, -3.4456, -1.4163)
H (-1.3882, 0.6857, 3.0649)
C (3.0092, -4.2613, 3.2471)
O (4.2049, 2.1511, -1.7846)
C (-3.6169, -0.5706, -0.3202)
H (3.9166, 4.0729, 0.2831)
N (3.9608, -4.7186, 3.7216)
C (4.3398, -0.1394, 0.9773)
H (0.9587, 2.3448, -3.1653)
H (3.0039, -3.9844, -2.1176)
H (0.9953, 3.2149, 3.3329)
C (0.2837, -1.8820, -3.3636)
H (2.6332, -3.7687, -0.4216)
C (5.6804, -0.3343, 0.7597)
H (-5.0230, 1.9392, 4.4361)
C (-0.1875, -2.6088, 1.2128)
C (-3.9788, 1.5080, 2.6115)
C (-4.4286, 2.3434, 3.6241)
H (0.4014, -5.0483, 3.4757)
H (3.9823, 0.4438, 1.8131)
C (-4.1938, -1.3955, 0.6562)
C (3.1435, 3.4521, 0.7314)
C (-0.0632, 2.5002, -2.8402)
H (-0.2289, -2.3618, -5.2852)
C (-5.0654, -2.4012, 0.2683)
N (1.8003, 1.5069, 0.5896)
C (2.0125, -2.6374, 1.7434)
H (-0.4928, 3.9901, -4.3300)
H (-5.0868, -1.8498, -3.0942)
O (2.3096, 0.9119, -1.7169)
H (0.0855, 1.0684, -1.3102)
C (1.8375, -3.7029, 2.6066)
C (6.0933, -1.0729, -0.3468)
H (-2.8318, 4.3403, -3.5804)
H (-1.5259, -2.2219, -4.1632)
C (-3.9229, -0.7344, -1.6742)
H (-4.2454, 0.4551, 2.6339)
H (-2.3392, 3.8303, 0.6978)
C (-3.3873, 4.2384, 2.5295)
H (-4.5029, 4.3589, 4.3638)
H (7.1517, -1.2201, -0.5415)
H (-1.4811, -4.0091, 2.1629)
O (-0.3013, 0.2129, 1.0760)
H (5.4163, -2.1861, -2.0794)
N (3.4215, -0.6900, 0.1733)
C (5.1450, -1.6228, -1.1935)
C (0.0528, 1.0034, 1.9511)
N (1.5868, -1.8229, -3.6381)
H (-3.7347, 3.0577, -1.6722)
S (-0.3409, -1.6324, -1.7951)
C (-5.3717, -2.5683, -1.0807)
H (1.8628, -1.7006, -4.5924)
C (-0.4624, -3.6436, 2.0752)
O (-0.5176, 1.1377, 3.0320)
C (-4.1356, 3.7048, 3.5795)
C (2.5579, 3.7789, 1.9334)
C (-2.7051, 2.8920, -1.9943)
H (-5.5285, -3.0388, 1.0175)
N (-0.5494, -2.1061, -4.3623)
C (-3.2188, 2.0444, 1.5587)
H (-3.9744, -1.2603, 1.7106)
H (1.3342, -3.7189, -1.6074)
Ge (-2.6713, 0.9959, 0.1008)
C (-2.1979, 3.6164, -3.0705)
C (-1.8873, 1.9604, -1.3401)
H (-3.1790, 5.3047, 2.4960)
C (3.8281, -1.4272, -0.8713)
H (-6.0624, -3.3496, -1.3783)
C (1.1892, 1.8606, 1.7003)
H (2.9925, -2.2269, 1.6410)
N (1.0357, -2.0810, 1.0407)
C (1.5386, 2.9717, 2.4230)
C (-0.5752, 1.7817, -1.7788)
C (2.7339, 2.2994, 0.0805)
H (-3.4950, -0.0743, -2.4214)
C (2.6469, -1.9742, -1.6244)
N (2.5677, -1.4121, -2.7828)
C (-2.9170, 3.4102, 1.5173)
C (-0.8844, 3.4214, -3.4883)
C (3.2011, 1.7998, -1.2562)
C (-4.8114, -1.7325, -2.0479)
H (-0.9782, -2.2231, 0.6086)
H (2.8666, 4.6682, 2.4714)
W (1.3742, -0.3027, -0.4208)
C (0.5677, -4.2188, 2.7954)

Its energy relative to the best compared isomer or geometry (same formula, charge and spin) is 336.53 kJ/mol. The multiplicity is 2. As for the charge: +3. The HOMO energy (spin up / spin down) comes out at -15.2 / -15.3 eV. Its LUMO energy (spin up / spin down) is -9.2 / -9.2 eV. As for the expectation value of S²: 0.807.

***

Entry from OMol25: a 6-piece molecular cluster, C38H96BF4N5O6 overall (ωB97M-V/def2-TZVPD).

Geometry (Å):
C (-5.6502, -4.6988, 2.5639)
H (5.6001, 8.4859, -1.4190)
H (3.7235, 2.4579, -1.3961)
H (0.2781, 2.1026, -5.9519)
H (7.0414, -2.4456, 0.5141)
N (-1.4834, -3.8861, 1.2486)
H (4.6537, 0.2972, 1.4140)
H (-8.6159, -1.8295, 1.2260)
C (-6.8002, -0.7092, 2.0898)
H (0.3806, 2.8807, -4.2798)
C (0.2973, 0.7264, -4.3480)
O (3.7254, 7.8909, -1.7673)
H (5.4754, 7.0199, -2.4967)
C (-3.5018, -3.5318, 2.8596)
H (2.2590, 4.8133, -0.4556)
C (2.0163, 5.1090, 1.6939)
N (1.4696, 6.7268, -0.1994)
H (4.8309, -2.0174, -1.5400)
O (6.0095, -0.7748, -0.3223)
C (-7.5086, -0.4692, -0.9343)
O (2.0423, 1.6229, -2.2835)
H (-2.3909, 1.2865, -3.5512)
H (5.2229, 6.8537, -0.8055)
H (6.6551, 1.3246, 0.3346)
H (3.3609, 0.8604, -0.7785)
H (7.3215, -1.3568, 2.7356)
H (8.9071, 1.4556, 1.3877)
O (-4.5049, -4.0310, 1.9540)
H (8.2611, 2.9421, 2.2171)
H (-2.3095, -5.0998, -1.9643)
H (0.1249, -3.1471, -2.9002)
H (-5.2341, -5.3877, 3.2990)
C (-0.0539, 2.1078, -4.9137)
F (-1.6652, 1.9514, 1.0713)
C (5.0010, 0.3273, 2.4468)
H (-0.2724, -6.1795, 3.7764)
H (0.5749, -4.8859, 3.0148)
H (1.3670, 0.5971, -4.1832)
C (6.7883, 1.7034, 1.3480)
C (-9.1698, -3.2563, -0.8976)
C (-5.0296, -1.9976, -1.9091)
H (-0.4467, -2.1556, -4.2612)
F (-2.9106, 0.2272, 0.4675)
H (-2.2089, -5.7913, 2.1890)
C (-0.2253, 1.6051, -1.9336)
H (6.5580, -2.0569, -1.8015)
H (2.3194, 7.1680, 0.1218)
H (-7.2476, -3.0435, -2.1367)
H (-2.5452, -2.0214, 1.4539)
H (-0.0907, -0.1362, -4.8897)
H (-9.5795, -4.0345, -1.5415)
H (-0.8288, -4.5445, 4.0033)
C (5.7247, -1.3942, -1.5678)
H (4.1853, 5.3096, 3.6071)
H (6.8683, 2.9219, 3.7010)
C (1.5799, 5.2825, 0.2563)
H (1.2142, 5.5450, 2.2893)
H (-4.1150, -1.4137, -2.0121)
H (-6.2110, -5.3840, 1.9281)
H (-0.2478, -0.9608, -1.2848)
F (-0.9632, -0.1296, 1.4426)
H (-0.9348, 1.4477, -1.1213)
H (-7.1356, -2.7894, 1.5217)
H (-0.5001, 2.5362, -2.4292)
H (-6.9175, 0.2606, 1.6063)
H (-8.5652, -0.3255, -0.7084)
O (-4.9087, -3.3482, -1.9587)
C (5.0806, 7.5514, -1.6308)
C (-1.2839, -5.2621, 1.9604)
H (4.7835, -0.5939, 2.9872)
H (4.0967, 1.1278, -2.4160)
H (-0.1030, -2.3235, 0.6029)
C (-1.6327, -5.1010, -1.1099)
H (2.6982, 6.1118, 3.9925)
H (-2.3302, -0.3981, -3.8832)
H (2.1921, 4.0789, 2.0040)
H (-7.1016, -3.8075, -0.7047)
H (-1.1301, 2.2774, -4.9488)
N (-7.0201, -1.7681, -0.2890)
H (-3.1274, -4.3276, 3.5034)
H (-1.4895, -2.4520, -2.9444)
H (-1.4278, -6.1300, -0.8146)
H (-9.6934, -2.3140, -1.0591)
N (6.4929, 0.5083, 2.3322)
H (-6.8987, 0.3229, -0.4999)
H (-0.7265, -5.8132, 1.2029)
H (-2.3205, -3.1533, -0.5450)
H (-9.3167, -3.4790, 0.1593)
H (5.5503, -2.1929, 1.1662)
H (5.7582, 2.1680, 4.8697)
H (-4.1141, -4.9909, -3.0308)
H (-3.9193, -2.7746, 3.5234)
C (1.4484, 6.8645, -1.7653)
C (7.1663, -0.8215, 1.7989)
C (7.0753, 0.7935, 3.7420)
C (6.7349, 2.0897, 4.3921)
H (1.1333, 0.9536, -0.4778)
H (6.9050, -0.0615, 4.3963)
H (0.5757, 4.8945, 0.0860)
H (0.2887, -3.0082, 1.9770)
C (1.0757, 1.7188, -1.2519)
H (-6.2238, -3.9604, 3.1242)
C (3.3659, 1.4689, -1.6828)
C (-5.4917, -1.7353, -0.4338)
F (-2.6124, 0.5429, 2.6313)
C (-0.4422, -2.2580, -3.1760)
C (-0.4291, -5.2331, 3.2589)
N (-0.4331, 0.4340, -2.9480)
H (4.4681, 1.1208, 2.9707)
C (8.1696, 2.2580, 1.3734)
H (4.1053, 7.0218, 3.3511)
H (0.6490, 7.1490, 0.2111)
H (-5.2266, -0.7348, -0.0919)
C (2.8435, 6.8181, -2.2978)
H (6.0598, 2.4915, 1.5383)
H (1.0940, 7.8288, -2.1295)
O (3.1514, 6.0245, 1.8773)
C (-1.9899, 0.3489, -3.1661)
C (-0.0130, -0.9446, -2.3491)
C (-2.2568, -4.1437, -0.0942)
H (1.0732, -0.8974, -2.2720)
H (-5.7343, -0.9059, 2.2042)
H (-5.4903, -4.1348, -3.7703)
H (8.1712, -0.4665, 1.5703)
H (-2.4709, 0.1736, -2.2039)
H (8.1609, 0.7700, 3.6475)
H (-7.2889, -0.8683, 3.0511)
H (0.7383, 6.0791, -2.0241)
H (2.7793, 7.0537, -3.3601)
C (-7.6472, -2.9631, -1.1258)
C (6.3640, -1.6179, 0.7242)
H (5.5266, -0.6212, -2.3103)
H (-5.6495, -1.7001, -2.7548)
C (-7.5260, -1.8210, 1.2090)
H (7.4746, 2.3558, 5.1472)
B (-2.0143, 0.6551, 1.4063)
H (-0.6805, -4.7592, -1.5158)
C (3.5190, 6.1060, 3.2754)
H (3.3556, 5.8571, -2.2497)
C (-0.0775, -3.3366, 1.0043)
H (8.2762, 2.8512, 0.4652)
H (0.5700, -4.0464, 0.4895)
H (-7.3492, -0.5155, -2.0116)
H (-3.2893, -4.4701, 0.0307)
H (-3.8189, -3.4850, -3.8190)
H (-1.5860, -2.4009, 2.7439)
H (1.2647, 2.6833, -0.7806)
C (-4.5587, -4.0134, -3.2177)
C (-2.3039, -2.8811, 2.0790)
H (-5.0610, -2.4801, 0.2354)

The multiplicity is 1. As for the charge: +4. The HOMO energy comes out at -17.6 eV. Its LUMO energy is -7.7 eV.

***

Calculated molecular weight (g/mol), listed in the same order as above: 1229.932; 952.255; 806.019
Calculated maximum force (hartree/bohr), listed in the same order as above: 0.013; 0.086; 0.096
Calculated E_tot (hartree), listed in the same order as above: -12505.771743; -4731.496266; -2653.689761